The following is a quantum chemistry calculation of the molecule C6H7IN2, from the OMol25 dataset.

The orbital gap is 9.0 eV. For the LUMO energy, the calculation gives 0.0017 Eh. The structure (SMILES) is I[C@H]1C\C=N/C=C\C=N/1. The energy above the lowest of the compared OMol25 structures with the same formula, charge and spin is 26.6 kJ/mol.

ORCA input file:
```
! RIJCOSX wB97M-V def2-TZVPD def2/J DEFGRID3
* xyz 0 1
I 3.672 0.079 0.098
C 1.483 -0.008 0.265
C 0.906 1.345 -0.154
C -0.584 1.489 -0.403
N -1.630 0.874 -0.075
C -1.925 -0.307 0.535
C -1.284 -1.467 0.300
C -0.076 -1.676 -0.502
N 1.041 -1.087 -0.534
H 1.297 -0.186 1.329
H 1.377 1.636 -1.096
H 1.184 2.099 0.591
H -0.780 2.392 -0.983
H -2.820 -0.255 1.140
H -1.736 -2.386 0.645
H -0.126 -2.544 -1.157
*
```

=====

The following is a quantum chemistry calculation of the molecule C6H7IO2, from the OMol25 dataset.

The orbital gap is 8.2 eV. For the LUMO energy, the calculation gives -0.0079 Eh. The structure (SMILES) is CO[C@@H](I)c1ccco1. The energy above the lowest of the compared OMol25 structures with the same formula, charge and spin is 126.8 kJ/mol.

ORCA input file:
```
! RIJCOSX wB97M-V def2-TZVPD def2/J DEFGRID3
* xyz 0 1
C -0.971 0.980 2.569
O -0.762 0.800 1.178
C 0.274 -0.024 0.816
I -0.170 -2.249 1.446
C 0.511 0.004 -0.570
C -0.382 0.308 -1.574
C 0.171 -0.204 -2.781
C 1.373 -0.785 -2.406
O 1.624 -0.633 -1.132
H -2.025 0.693 2.815
H -0.801 2.047 3.104
H -0.401 0.152 3.151
H 1.169 -0.088 1.524
H -1.347 0.641 -1.456
H -0.347 -0.338 -3.757
H 2.084 -1.303 -2.926
*
```

=====

The following is a quantum chemistry calculation of a structure of composition C6H7LaLiO6, from the OMol25 dataset.

The orbital gap (spin up / spin down) is 7.3 / 8.9 eV. As for the expectation value of S²: 0.75. For the LUMO energy (spin up / spin down), the calculation gives -0.3196 / -0.3198 Eh. The energy above the lowest of the compared OMol25 structures with the same formula, charge and spin is 0.0 kJ/mol.

ORCA input file:
```
! RIJCOSX wB97M-V def2-TZVPD def2/J DEFGRID3
* xyz 2 2
Li -0.943 -1.206 1.570
O -1.872 -2.023 0.025
O -2.588 -0.204 -1.121
C -3.139 0.522 0.034
C -2.091 1.399 0.683
O -1.042 0.663 1.223
C -2.050 -1.354 -0.958
H -3.953 1.124 -0.383
H -3.546 -0.221 0.732
H -2.625 1.975 1.462
H -1.739 2.134 -0.063
La 0.974 1.078 1.529
O 1.038 -1.124 1.578
O 2.395 -0.028 0.308
C 3.354 0.122 -0.674
C 3.017 0.207 -1.955
O 2.615 -2.304 0.459
C 2.036 -1.317 0.815
H 4.368 0.153 -0.278
H 3.800 0.363 -2.695
H 1.993 0.042 -2.292
*
```

=====

The following is a quantum chemistry calculation of the ion C6H7N with charge -1, from the OMol25 dataset.

The orbital gap (spin up / spin down) is 3.9 / 6.6 eV. As for the expectation value of S²: 0.77. For the LUMO energy (spin up / spin down), the calculation gives 0.1623 / 0.1605 Eh. The energy above the lowest of the compared OMol25 structures with the same formula, charge and spin is 30.1 kJ/mol.

ORCA input file:
```
! RIJCOSX wB97M-V def2-TZVPD def2/J DEFGRID3
* xyz -1 2
C -1.245 -1.670 0.736
C -1.395 -0.478 1.400
N -0.461 0.424 0.855
C 0.202 -0.160 -0.215
C -0.242 -1.499 -0.256
C 1.543 1.812 -0.961
C 1.077 0.502 -1.078
H -1.799 -2.574 0.944
H -2.010 -0.142 2.222
H -0.568 1.404 1.033
H 0.077 -2.286 -0.917
H 1.233 2.464 -0.155
H 2.240 2.278 -1.648
H 1.348 -0.075 -1.960
*
```

=====

The following is a quantum chemistry calculation of the molecule C6H7N, from the OMol25 dataset.

The orbital gap is 8.9 eV. For the LUMO energy, the calculation gives -0.0020 Eh. The energy above the lowest of the compared OMol25 structures with the same formula, charge and spin is 354.0 kJ/mol.

ORCA input file:
```
! RIJCOSX wB97M-V def2-TZVPD def2/J DEFGRID3
* xyz 0 1
N -1.664 -2.270 -1.625
C -0.994 -1.649 -0.915
C -0.180 -0.830 -0.016
C -1.019 0.172 0.829
C -0.237 1.412 1.098
C 0.995 1.221 0.298
C 0.826 0.090 -0.732
H 0.360 -1.506 0.659
H -1.858 0.566 0.226
H -1.486 -0.255 1.721
H 1.612 0.855 1.151
H 1.494 2.131 -0.049
H 0.393 0.483 -1.659
H 1.759 -0.420 -0.987
*
```

=====

The following is a quantum chemistry calculation of a structure of composition C6H7N, from the OMol25 dataset.

The orbital gap is 9.2 eV. For the LUMO energy, the calculation gives 0.0249 Eh. The energy above the lowest of the compared OMol25 structures with the same formula, charge and spin is 535.0 kJ/mol.

ORCA input file:
```
! RIJCOSX wB97M-V def2-TZVPD def2/J DEFGRID3
* xyz 0 1
C -1.159 0.946 -0.033
C -0.386 0.163 -0.866
C 0.948 -0.385 -0.350
C -2.120 -0.147 0.168
C -1.006 -1.125 -0.382
C 2.211 0.323 -0.042
N 0.328 -1.404 0.153
H -1.039 1.812 0.476
H -2.560 -0.391 1.195
H -2.834 -0.264 -0.561
H -1.255 -1.939 -1.029
H 2.224 1.381 -0.360
H 3.000 -0.279 -0.506
H 2.462 0.125 1.123
*
```